1.
Density functional theory data (wB97M-V/def2-TZVPD) for one molecule with the formula C5H6N2 at a distorted geometry.

```
13
Properties=species:S:1:pos:R:3:forces:R:3:lowdin_charge:R:1
C 0.53306 0.34282 -1.03553 -0.17 0.11 -0.72 -0.1063
C 1.72002 -0.10321 -0.13006 -0.14 -0.16 -0.08 -0.0350
C 0.53986 -0.11308 0.79656 -0.06 -0.20 0.50 -0.3709
N -0.18955 -1.08246 1.24903 0.16 0.31 0.01 0.1176
C -1.48760 -0.65913 0.96122 -0.34 0.15 0.05 -0.1305
C -1.49674 0.51836 0.28284 -0.31 0.06 0.61 -0.1178
N -0.16506 0.94536 0.17601 -0.27 -0.22 0.08 -0.0176
H -0.26710 -0.40115 -1.26457 1.59 -0.39 -0.60 0.1297
H 0.68864 0.98685 -1.89508 0.14 0.37 0.17 0.1084
H 2.23011 -1.04676 -0.31792 -0.29 0.07 0.00 0.1083
H 2.44236 0.69813 0.08446 -0.36 -0.20 -0.29 0.1114
H -2.32687 -1.29590 1.20674 0.03 0.18 0.13 0.0974
H -2.31166 1.10304 -0.11715 0.02 -0.08 0.13 0.1054
```
Forces are in eV/Å.

As for the relative energy (zero: lowest compared OMol25 entry of this formula, charge and spin): 2.4051 eV. The electronic energy is -303.54769 Ha. The net charge is 0. The value obtained for the frontier orbital gap is 0.36702 Ha. As for the LUMO energy: 1.029 eV.

---

2.
Density functional theory data (wB97M-V/def2-TZVPD) for C32H41BBrF9ILuNO3PSSe as an isolated structure at a distorted geometry.

```
93
Properties=species:S:1:pos:R:3:forces:R:3:lowdin_charge:R:1
Lu 0.78976 -1.10599 -0.16003 -2.34 -2.96 -1.13 1.4830
N 1.70415 -2.24688 1.61994 0.12 -0.35 2.60 -0.1140
C 2.24052 -1.33412 2.68352 0.47 -0.75 0.32 -0.1384
C 2.09151 0.12032 2.34438 -0.36 1.47 -2.07 -0.5795
O 2.47016 1.02943 3.06915 -0.26 -0.78 -0.23 0.0333
O 1.50361 0.33022 1.14396 1.01 0.51 2.64 -0.2843
H 1.00444 -2.85838 2.10142 0.18 0.53 -0.93 -0.0055
H 2.41758 -2.92537 1.37499 0.05 0.02 -0.46 0.0507
H 3.29132 -1.58059 2.93130 -0.40 0.36 -0.31 0.1324
H 1.72217 -1.43797 3.63750 -0.25 -0.32 -0.04 0.1223
F 5.16174 -7.33649 -3.10869 -0.33 0.44 0.34 0.0399
C 4.15727 -6.65951 -2.46420 -0.30 -0.59 0.36 -0.1457
C 4.36300 -5.44137 -1.82521 -1.28 -0.01 -0.43 -0.1973
F 5.54377 -4.85612 -1.85212 1.43 0.28 -0.04 0.1035
C 3.30087 -4.76512 -1.24338 -0.09 -0.94 -0.20 -0.2386
F 3.60467 -3.62823 -0.55073 -0.18 -0.54 -0.33 0.0252
C 1.99116 -5.29484 -1.23037 0.73 0.21 0.35 -0.5997
S 0.73675 -4.50504 -0.37071 0.31 -0.02 -0.37 0.4101
C 1.80373 -6.54178 -1.88231 0.87 0.60 0.67 -0.2627
F 0.60262 -7.13112 -1.82262 0.07 -0.18 -0.13 0.0604
C 2.88089 -7.23814 -2.38259 -0.07 -0.07 -0.58 -0.1554
F 2.68137 -8.49766 -2.86406 0.26 0.33 -0.05 0.0562
Br -2.67451 -2.88131 6.19883 -0.03 0.77 -0.06 0.6788
C -1.10658 -3.88564 5.98949 1.84 -1.72 0.53 -0.8094
C -0.17242 -3.99887 7.02396 -1.21 0.06 0.31 -0.1552
C 0.52315 -5.19703 7.20012 0.05 -0.80 0.64 -0.1267
C 0.42472 -6.21050 6.25770 -0.36 -0.22 -0.65 -0.1299
C -0.24372 -5.96524 5.05947 0.17 0.19 0.33 -0.1733
C -0.96339 -4.78685 4.93866 -0.62 0.15 -0.22 -0.7704
I -1.47013 -4.06557 3.01922 -0.43 0.34 -1.73 0.7766
H -0.16630 -3.21558 7.76267 0.10 -0.01 0.46 0.0810
H 0.93575 -5.49200 8.18130 0.21 0.77 -0.60 0.0963
H 0.80758 -7.21720 6.38710 0.31 0.18 0.41 0.0891
H -0.24448 -6.70133 4.24094 0.07 0.51 0.33 0.0983
Se -1.65555 -3.01856 0.13913 -0.06 2.20 0.69 -0.5648
O -0.41789 0.55284 -0.90998 -0.89 1.40 -0.35 -0.4820
P -0.93970 1.98509 -0.70353 0.23 -1.09 -0.18 0.9255
C -1.17423 2.13782 1.13076 0.74 0.85 -0.75 -0.3497
C -2.14172 1.11116 1.66145 -0.63 -0.66 1.53 -0.1883
C -3.62801 1.52518 1.76779 0.69 -0.07 0.59 -0.1927
C -3.73379 2.89736 2.45050 -0.48 0.27 -0.53 -0.1961
C -2.88989 3.92784 1.67249 -0.28 0.87 1.68 -0.2236
C -1.43746 3.54907 1.67246 1.45 0.62 -0.05 -0.1979
C -2.57072 2.36920 -1.62631 -0.29 -0.97 0.53 -0.3006
C -2.96684 1.25610 -2.64906 -0.99 -0.38 -0.16 -0.1658
C -2.67174 1.55107 -4.13054 -0.81 1.31 0.04 -0.1967
C -3.06148 2.98576 -4.59051 0.17 0.50 2.02 -0.1678
C -2.40935 4.09329 -3.64411 -0.90 -1.58 0.66 -0.1593
C -2.89226 3.76848 -2.17248 0.16 0.78 -1.11 -0.1930
C 0.30024 3.12635 -1.34608 0.19 0.56 0.66 -0.3589
C 0.67405 2.79367 -2.77176 0.93 -0.29 -1.14 -0.1999
C 1.52841 3.94132 -3.38855 -0.52 -0.31 -0.76 -0.1820
C 2.82331 4.15613 -2.57897 -1.55 1.30 0.95 -0.1928
C 2.84206 3.21634 -1.37009 2.42 0.66 0.40 -0.2193
C 1.59696 3.24834 -0.49747 0.59 0.71 1.09 -0.1583
H -0.16663 1.82964 1.46982 -0.28 0.07 -0.32 0.1002
H -1.84093 0.93100 2.72863 -0.06 0.03 -0.75 0.1401
H -2.01668 0.14472 1.17329 -0.11 -0.20 -0.14 0.0585
H -4.16353 0.77188 2.35557 0.20 0.02 -0.02 0.1145
H -4.13526 1.52133 0.81199 -0.09 0.19 -0.37 0.0894
H -3.38381 2.84104 3.51657 -0.48 0.07 -0.86 0.1245
H -4.79688 3.22206 2.36433 0.58 -0.13 0.63 0.1077
H -2.99339 4.94968 2.12991 0.00 -0.80 -0.26 0.1184
H -3.26912 4.03334 0.67853 -0.31 -0.08 -0.84 0.0768
H -1.00967 3.61469 2.69790 -0.48 -0.26 -0.34 0.1283
H -0.82205 4.32070 1.14009 -0.46 -0.60 0.06 0.1117
H -3.24229 2.27033 -0.74635 0.26 -0.19 -0.61 0.0785
H -4.08630 1.02553 -2.57429 1.37 0.51 0.15 0.1362
H -2.46447 0.30664 -2.43409 -0.13 0.15 0.35 0.1033
H -3.20693 0.83151 -4.72969 -0.34 -0.30 -0.19 0.1021
H -1.65748 1.37611 -4.35971 1.44 -0.16 -0.09 0.0820
H -4.16041 3.05021 -4.49336 0.28 0.26 0.04 0.1039
H -2.83826 3.23056 -5.60550 0.36 -0.25 -0.85 0.0813
H -2.70120 5.09717 -3.93191 -0.53 0.16 0.00 0.0911
H -1.32052 4.14439 -3.67810 -0.07 -0.44 -0.18 0.0662
H -3.99577 3.90497 -2.18656 0.45 -0.35 0.06 0.1189
H -2.54386 4.54618 -1.50544 0.28 0.22 0.32 0.0847
H -0.19138 4.08725 -1.34861 -0.33 0.63 -0.03 0.1026
H -0.17156 2.63752 -3.45014 0.08 -0.25 0.45 0.0836
H 1.30092 1.87037 -2.76766 -0.74 0.58 -0.16 0.1154
H 0.91910 4.86785 -3.48780 0.27 -0.39 0.39 0.1000
H 1.73226 3.68089 -4.45054 0.10 -0.05 0.61 0.1106
H 2.81045 5.20378 -2.17308 0.12 -0.66 -0.39 0.1104
H 3.69580 4.07536 -3.19854 0.51 -0.26 -0.18 0.0930
H 3.75810 3.55856 -0.77316 -1.25 -0.64 -0.37 0.1342
H 3.09546 2.23330 -1.72184 -0.08 -0.50 0.07 0.0823
H 1.70839 4.22865 0.06201 -0.85 -0.83 -0.55 0.1260
H 1.65990 2.47323 0.29744 0.03 0.29 -0.64 0.0947
F 1.34282 -1.32719 -2.29441 0.82 0.28 -0.71 -0.0843
B 2.81291 -0.89806 -2.30566 -1.42 -0.44 -0.03 -1.2086
F 3.58366 -1.68552 -3.06072 0.31 -0.80 -0.15 0.2237
F 2.85169 0.38829 -2.76630 0.00 0.59 0.13 0.1573
F 3.01984 -1.00997 -0.90633 0.62 0.41 0.29 0.0535
```
Forces are in eV/Å.

As for the relative energy (zero: lowest compared OMol25 entry of this formula, charge and spin): 2.3187 eV. The electronic energy is -9696.74441 Ha. The net charge is -2. The value obtained for the frontier orbital gap is 0.12811 Ha. As for the LUMO energy: 3.579 eV.

---

3.
Density functional theory data (wB97M-V/def2-TZVPD) for C10H14B2CaF4N6 as an isolated structure at a distorted geometry.

```
37
Properties=species:S:1:pos:R:3:forces:R:3:lowdin_charge:R:1
H 0.94929 3.28527 1.27526 -0.13 -0.20 -0.18 0.1065
N 0.49331 1.72916 -0.11224 0.39 0.83 -0.38 -0.0536
B 0.19594 0.37452 -2.28450 0.09 0.07 1.21 -0.4912
N 0.52300 1.68381 -1.50288 0.07 0.26 1.29 -0.0344
C 0.88451 2.88466 -1.98920 -0.02 -0.02 0.84 -0.0805
Ca 0.01318 -0.05349 1.68744 1.45 1.82 -1.62 1.2657
H 0.98430 3.01618 -3.05556 -0.03 0.13 0.08 0.1178
C 1.09361 3.74833 -0.91626 0.03 -0.22 -0.20 -0.0715
H 1.39157 4.77904 -0.96196 0.04 0.08 -0.03 0.0854
C 0.85329 2.98044 0.23770 -0.18 -0.61 -1.33 -0.1440
H 0.29888 0.50255 -3.47309 0.03 0.00 0.10 0.1149
C -0.79370 -2.27504 2.06747 -1.58 -2.68 1.10 0.0209
H -0.75617 -2.24665 3.17033 0.05 0.65 -0.43 0.0271
H -0.03225 -2.96077 1.66176 -0.06 0.93 -0.41 0.0272
H -1.80542 -2.47218 1.69266 0.47 0.29 -0.04 0.0118
N -1.24384 -0.02011 -1.86594 -0.53 -0.30 1.73 -0.0156
N 1.14936 -0.72188 -1.72155 0.39 -0.46 1.17 -0.0305
N -1.49319 -0.17060 -0.50695 -0.01 -0.04 -0.66 -0.0209
N 1.24810 -0.97443 -0.35964 0.56 -0.80 -0.57 -0.0513
C -2.37099 -0.24432 -2.56781 -0.25 -0.08 0.97 -0.0505
C 1.97987 -1.53532 -2.40171 0.00 -0.11 1.00 -0.0738
H -2.35630 -0.19686 -3.64847 -0.07 -0.01 0.16 0.1253
H 2.03535 -1.46173 -3.47597 0.06 -0.08 0.04 0.1184
C -3.40051 -0.53062 -1.66181 0.37 0.10 0.13 -0.0547
C 2.64150 -2.35435 -1.48505 -0.28 0.28 -0.09 -0.0681
C -2.79696 -0.46807 -0.38724 -0.12 0.03 -1.28 -0.1811
C 2.15001 -1.97101 -0.22320 -0.51 0.71 -1.30 -0.1584
H -4.43014 -0.76064 -1.87605 0.04 0.03 -0.10 0.0886
H 3.37122 -3.11202 -1.69605 0.08 -0.07 -0.06 0.0854
H -3.23831 -0.61745 0.59139 0.09 -0.05 -0.21 0.0729
H 2.41153 -2.37967 0.74685 -0.07 0.19 -0.10 0.1014
H -1.96960 0.80129 1.95996 -0.47 -0.50 -0.17 0.1889
F 1.17237 0.83570 3.50338 -0.17 -0.19 0.18 -0.0753
B 0.41556 0.35788 4.69074 -0.06 -0.06 0.32 -1.1807
F 0.93434 -0.87665 5.06682 -0.02 0.43 -0.20 0.1288
F 0.39284 1.30146 5.69007 0.09 -0.47 -0.70 0.1655
F -0.89553 0.12356 4.13127 0.23 0.12 -0.27 -0.0161
```
Forces are in eV/Å.

As for the relative energy (zero: lowest compared OMol25 entry of this formula, charge and spin): 7.3506 eV. The electronic energy is -1844.92192 Ha. The net charge is 0. The value obtained for the frontier orbital gap (spin up / spin down) is 0.15380 / 0.15079 Ha. As for the LUMO energy (spin up / spin down): -4.916 / -4.993 eV.

---

Among the records above, which one has the lowest relative energy (zero: lowest compared OMol25 entry of this formula, charge and spin)? C32H41BBrF9ILuNO3PSSe

---

Among the records above, which one has the highest electronic energy? C5H6N2